Record 1
The following is a DFT calculation (ωB97M-V/def2-TZVPD) of C27H24BCrN2O2PS as an isolated structure.

Element x y z (Å)
Cr: 0.304331 -0.009266 0.212960
O: 2.185690 -1.308319 -0.344796
C: 1.506993 -1.525415 0.694399
C: 1.636041 -2.356856 1.817956
C: 2.699588 -3.279194 2.089295
C: 2.750026 -3.924865 3.294216
C: 1.767263 -3.711580 4.299106
C: 0.714102 -2.837076 4.035723
C: 0.622874 -2.188706 2.815324
P: -0.626357 -1.013306 2.297782
C: -1.234523 -0.246003 3.842143
C: -0.334051 0.542740 4.557666
C: -0.724020 1.179772 5.726230
C: -2.028513 1.042829 6.186493
C: -2.931855 0.270369 5.475912
C: -2.537833 -0.367975 4.300652
C: -2.076834 -1.971290 1.734644
C: -3.038601 -1.334158 0.954127
C: -4.181787 -2.017706 0.560794
C: -4.365150 -3.343386 0.934075
C: -3.403145 -3.985617 1.699812
C: -2.264476 -3.298963 2.100615
H: 3.460315 -3.438303 1.335208
H: 3.565100 -4.613716 3.492656
H: 1.835723 -4.218260 5.253050
H: -0.047962 -2.669822 4.792003
H: 0.682942 0.651805 4.197233
H: -0.011914 1.785712 6.271870
H: -2.339593 1.545136 7.094340
H: -3.949254 0.157045 5.829540
H: -3.251493 -0.970324 3.751962
H: -2.884812 -0.305352 0.642778
H: -4.919687 -1.518953 -0.054938
H: -5.245397 -3.883337 0.606904
H: -3.527111 -5.027592 1.966846
H: -1.503271 -3.799441 2.688060
O: -1.349753 1.116769 -2.075448
C: -0.400573 1.699772 -2.904166
C: 1.028571 1.770505 -2.385825
C: 1.967189 2.401060 -3.215571
C: 3.254370 2.571698 -2.778316
C: 3.605603 2.118846 -1.518619
C: 2.632849 1.487139 -0.768117
N: 1.378048 1.313155 -1.195971
H: -1.247398 0.150379 -2.046463
H: -0.717294 2.733802 -3.054673
H: -0.366841 1.232580 -3.894904
H: 1.651549 2.753516 -4.190245
H: 3.986992 3.059474 -3.412019
H: 4.604359 2.231444 -1.121008
H: 2.856801 1.093805 0.213506
S: -0.437022 2.897920 2.110625
C: -0.149765 1.694124 1.152250
B: -1.549515 -3.717031 -2.407193
C: -0.994277 -2.405376 -1.680956
N: -0.626824 -1.433795 -1.173580
H: -2.431956 -4.181985 -1.707761
H: -0.615743 -4.492711 -2.525512
H: -1.980036 -3.369094 -3.496567

Cartesian forces, eV/Å:
-0.7 -0.4 0.6
0.1 -0.4 0.5
0.5 0.3 -0.4
0.0 0.1 -0.3
-0.1 0.0 0.0
-0.1 0.0 0.1
0.0 0.1 -0.2
0.0 -0.1 0.0
0.1 0.1 0.3
-0.1 -0.3 -0.6
0.2 0.2 -0.2
0.1 0.0 0.2
0.0 -0.1 -0.1
0.0 0.0 0.0
0.0 -0.1 -0.2
-0.2 0.0 0.2
-0.1 0.0 0.2
-0.1 -0.1 0.0
0.1 0.0 0.0
0.0 0.0 0.0
0.0 0.1 -0.1
0.0 -0.1 0.0
0.0 0.0 0.0
0.0 0.0 0.0
0.0 0.0 0.0
0.0 0.0 0.0
0.0 0.0 0.0
0.0 0.0 0.0
0.0 0.0 0.0
0.0 0.0 0.0
0.0 0.0 0.0
0.0 0.0 0.0
0.0 0.0 0.0
0.0 0.0 0.0
0.0 0.0 0.0
0.0 0.0 0.0
-0.2 0.0 0.2
0.2 -0.1 0.1
0.2 0.4 -0.4
-0.5 -0.1 0.0
0.4 0.2 -0.2
-0.2 -0.2 0.4
0.4 0.2 -0.1
-0.2 -0.4 0.0
0.1 0.0 0.0
0.0 0.1 0.0
0.0 -0.1 0.0
0.0 0.0 0.0
0.0 0.0 0.0
0.0 0.0 0.0
0.0 0.0 0.0
0.3 0.0 0.1
-0.4 0.3 0.0
0.1 0.1 0.1
-0.3 -0.4 -0.3
0.3 0.3 0.3
0.1 0.1 0.0
-0.1 0.1 0.0
0.1 0.0 0.1

Output
Net charge = -1
Largest force on an atom = 0.019 Eh/bohr
HOMO-LUMO gap (spin up / spin down) = 4.769 / 6.964 eV
Relative energy (zero: lowest compared OMol25 entry of this formula, charge and spin) = 1.016 eV
Spin multiplicity = 6

Record 2
The following is a DFT calculation (ωB97M-V/def2-TZVPD) of a 2-piece molecular cluster, C9H14 overall in a non-equilibrium geometry.

Element x y z (Å)
C: 0.036885 -2.373895 1.954910
C: -1.056179 -1.962809 2.849852
H: 0.447955 -3.366887 2.162211
H: -0.244318 -2.314101 0.880542
H: 0.983422 -1.760347 2.046433
H: -1.765034 -1.300028 2.604025
H: -0.466504 -1.609619 3.798020
H: -1.643559 -2.881328 3.117348
C: 2.030160 1.595019 -0.056457
C: -0.277274 0.643639 -0.366642
C: 0.825570 1.257132 -0.928248
C: -1.342829 0.284738 -1.202624
C: 0.729903 1.659514 -2.261579
C: -1.369236 0.686221 -2.494831
C: -0.368426 1.472022 -2.988684
H: -0.221696 0.592168 0.694894
H: -2.094107 -0.312981 -0.803783
H: 1.552185 1.661755 0.919205
H: 2.551039 2.472741 -0.045318
H: 1.477865 2.245742 -2.767509
H: -2.113185 0.345615 -3.094525
H: -0.378921 2.042069 -3.819379
H: 2.706280 0.923614 -0.197865

Cartesian forces, eV/Å:
2.2 0.5 -2.5
2.6 -3.1 4.5
-0.5 -0.2 0.0
0.2 -0.3 0.5
-1.2 -0.1 -0.1
-2.0 2.9 -1.5
-1.7 -0.5 -1.1
0.4 0.7 0.1
-6.2 1.6 1.0
0.2 0.7 -1.0
1.2 1.2 -0.5
1.5 0.3 1.1
1.6 0.7 1.3
0.7 0.2 0.7
-0.4 -1.0 1.1
-0.4 -0.8 0.7
-1.4 -0.9 0.6
0.7 -0.8 0.7
0.9 3.0 -1.2
0.7 0.2 0.5
-2.4 -0.7 -1.7
-0.6 1.1 -3.3
4.1 -4.6 -0.1

Output
Net charge = -1
Largest force on an atom = 0.126 Eh/bohr
HOMO-LUMO gap (spin up / spin down) = 2.452 / 9.568 eV
Relative energy (zero: lowest compared OMol25 entry of this formula, charge and spin) = 2.163 eV
Spin multiplicity = 2

Record 3
The following is a DFT calculation (ωB97M-V/def2-TZVPD) of the molecule C17H19N7O2 in a non-equilibrium geometry.

Element x y z (Å)
N: 1.289440 -1.572726 -4.328045
C: 0.949597 -0.493204 -3.515053
O: 0.639432 0.511545 -4.174501
C: 0.843383 -0.664723 -2.070529
N: 1.062966 -1.962862 -1.627019
C: 0.984379 -2.123075 -0.334900
C: 0.714745 -1.081915 0.520584
N: 0.343900 -1.253906 1.821352
C: -0.717057 -2.298176 1.984218
C: -1.961227 -1.408613 2.278559
C: -3.097205 -2.331465 2.580137
O: -2.764425 -3.240849 3.671154
C: -1.665462 -4.120712 3.240132
C: -0.348714 -3.340671 3.031109
N: 0.039183 -2.750334 4.346956
N: 0.699144 0.205105 0.131588
C: 0.777266 0.476377 -1.150159
C: 0.868703 2.000993 -1.413506
C: 1.159574 2.961704 -0.499087
C: 1.048015 4.296952 -1.190738
C: 1.422268 5.559917 -0.808254
N: 1.448314 6.629497 -1.717083
C: 0.941119 6.410279 -2.917517
C: 0.511914 5.197097 -3.537015
C: 0.678356 4.174280 -2.520789
N: 0.550341 2.732513 -2.541086
H: 1.545967 -2.424054 -3.836185
H: 1.129592 -1.595113 -5.399378
H: 0.917512 -3.102842 -0.072912
H: 0.236971 -0.418087 2.366012
H: -0.981543 -2.837277 1.026540
H: -1.833868 -0.545607 3.085492
H: -2.105254 -0.796966 1.372604
H: -3.973778 -1.655191 2.753643
H: -3.263252 -2.933237 1.683765
H: -1.612006 -4.844272 4.097694
H: -2.010455 -4.870807 2.437648
H: 0.393214 -3.952115 2.611557
H: 0.923576 -2.325155 4.331508
H: -0.137787 -3.479129 5.080261
H: 1.396468 2.697798 0.577446
H: 1.833134 5.763070 0.126586
H: 0.935384 7.280748 -3.557683
H: 0.177236 5.261012 -4.571530
H: 0.010939 2.264193 -3.373573

Cartesian forces, eV/Å:
0.1 -0.8 0.1
-0.9 0.0 -4.8
-0.1 0.1 1.7
1.6 0.1 1.1
-0.8 3.2 -1.1
-0.4 0.9 -1.2
-0.5 2.5 1.2
0.6 -2.6 -0.8
0.0 2.2 0.7
0.9 1.0 1.1
-0.5 0.4 0.3
0.5 0.2 -1.7
-1.4 -1.4 1.5
-2.3 1.1 1.2
-2.5 -1.8 -0.5
0.3 -0.5 0.2
0.4 -0.1 -1.7
-0.8 0.9 -0.3
0.4 0.6 1.6
1.0 0.1 1.9
0.3 2.2 -2.8
-0.5 -2.2 2.6
-0.3 -0.7 -1.9
1.2 0.5 3.9
-1.1 -4.5 -1.2
-2.6 -0.8 -6.1
-0.2 0.1 -0.5
0.4 0.5 3.1
0.4 -2.6 1.4
-0.3 0.2 -0.2
0.7 0.7 0.8
0.1 -2.3 -1.1
-0.3 -0.5 0.0
0.3 -1.3 0.5
-0.4 -0.1 -0.1
0.4 0.8 -0.4
0.6 1.7 0.3
1.2 -1.2 -0.6
1.3 0.2 0.2
0.8 1.4 -0.9
-0.2 0.9 -1.6
0.5 0.5 1.5
0.0 0.3 -0.1
0.1 -0.9 0.5
2.0 0.9 2.2

Output
Largest force on an atom = 0.130 Eh/bohr
HOMO-LUMO gap = 7.558 eV
Relative energy (zero: lowest compared OMol25 entry of this formula, charge and spin) = 3.035 eV
SMILES string = NC(=O)c1ncc(N[C@@H]2CCOC[C@@H]2N)nc1-c1cc2cnccc2[nH]1
Spin multiplicity = 1

Record 4
The following is a DFT calculation (ωB97M-V/def2-TZVPD) of the molecule C2HClN2S in a non-equilibrium geometry.

Element x y z (Å)
S: -1.034806 2.318286 1.261714
C: -0.752888 1.111854 0.314963
C: -0.669752 0.074045 -0.532667
N: 0.183312 -0.942316 -0.567180
N: 1.533837 -0.586102 0.210884
Cl: 2.486098 -1.887823 0.358230
H: -1.745801 -0.087944 -1.045946

Cartesian forces, eV/Å:
0.4 -1.1 -0.9
-0.1 1.5 0.9
-2.6 -0.6 -0.2
4.6 0.2 1.8
-5.2 0.8 -2.2
0.3 -1.1 -0.2
2.6 0.2 0.8

Output
Largest force on an atom = 0.110 Eh/bohr
HOMO-LUMO gap (spin up / spin down) = 7.257 / 8.017 eV
Relative energy (zero: lowest compared OMol25 entry of this formula, charge and spin) = 4.271 eV
SMILES string = S=C=C/N=N/Cl
Spin multiplicity = 1